Below is a 9-piece molecular cluster, C27H81O36P9 overall at a distorted geometry, with properties calculated with ωB97M-V/def2-TZVPD.

Structure (SMILES)   COP(=O)(OC)OC.COP(=O)(OC)OC.COP(=O)(OC)OC.COP(=O)(OC)OC.COP(=O)(OC)OC.COP(=O)(OC)OC.COP(=O)(OC)OC.COP(=O)(OC)OC.COP(=O)(OC)OC
LUMO energy   0.36 eV
HOMO energy   -9.97 eV
Kohn-Sham gap   10.3 eV
Total charge   0

Atoms and positions in Å:
O (4.45359, 4.74045, 1.30222)
C (0.58019, 7.77139, 1.02354)
H (3.04182, -1.88728, -2.75545)
O (-1.43192, -5.14863, 3.52239)
P (1.26790, -3.26170, -4.62047)
H (-8.56607, 1.51939, 0.52814)
H (-2.57138, 3.96709, -0.02358)
O (5.67370, 2.50701, 2.13686)
C (-0.00660, -1.11125, -3.84451)
O (-1.72696, -0.63486, 0.39708)
H (4.87288, 6.58573, 2.04749)
H (-0.42471, -5.72334, -3.33561)
H (0.94028, -1.25159, 1.36095)
O (0.74890, -4.04970, 2.60100)
H (-3.25376, -1.89666, -0.18360)
H (-5.16555, -2.48203, -4.87370)
H (3.75798, 0.58807, -1.99261)
P (-4.91517, -3.58478, -2.25240)
O (-3.53916, -3.97662, -1.98922)
H (-4.58639, 3.62734, 1.40732)
H (6.89040, -3.19497, -2.82936)
C (2.52726, 3.26115, -0.01376)
H (7.76327, -1.63548, -2.78799)
O (-5.23444, -2.14536, -2.85347)
C (-1.58160, 4.41003, 0.05154)
H (2.27691, -1.41020, 0.23824)
H (-7.65387, 0.44315, 1.71244)
O (-5.83996, -3.62613, -0.95789)
O (0.68566, -0.25734, -0.46298)
H (1.79173, 2.49631, -0.29324)
O (4.17168, 0.26270, -4.06528)
H (-0.85333, -1.78794, -3.58504)
C (-0.80142, 1.12030, 2.47785)
H (4.30564, 0.95030, 2.88263)
O (3.83323, 0.12526, 5.97637)
C (-7.76312, 1.46687, 1.34186)
C (-2.76679, -2.50721, 2.97299)
O (0.75621, 6.37381, 1.33731)
H (-4.90031, -0.79615, -4.39175)
O (-4.39338, 1.67695, 1.91722)
H (4.28263, 2.01901, -2.99262)
C (7.00014, -2.25312, -3.34213)
H (0.50405, -0.88242, -2.92072)
O (-1.36488, -2.75917, 2.64053)
C (5.39906, 5.64918, 1.89419)
H (0.64300, -6.04575, -4.72382)
H (7.45562, -2.43936, -4.30111)
H (1.60704, 3.51421, 4.56593)
H (-3.73115, 1.44159, -2.37259)
O (-5.47930, -0.44950, 1.02234)
H (6.30332, 5.88049, 1.33232)
C (-2.27227, -5.25571, 0.58444)
C (2.99258, -2.90834, -2.70318)
H (-5.11717, -6.14860, -4.29563)
O (-1.00152, -4.63729, 1.07342)
H (6.80409, 1.98079, -1.58973)
O (5.70149, 3.32332, -0.31964)
H (-0.37448, 1.99645, 2.96637)
O (5.79128, -1.52647, -3.39049)
H (1.97219, 3.99278, 0.51842)
H (-5.55572, 1.67800, -2.10898)
H (3.22480, -3.27892, -1.71062)
O (-6.53849, 1.87230, 0.72645)
H (2.56183, -4.47330, 3.44297)
H (-7.71106, -2.98417, -1.77918)
C (4.13589, -0.09201, 3.13597)
H (5.67864, 5.26456, 2.88474)
H (-2.78707, 5.98528, 3.79267)
O (1.51594, -0.77430, 5.77866)
H (-4.74531, -6.12960, -2.48392)
O (2.77554, -0.26462, 3.61573)
H (-2.52785, -6.04307, 1.19932)
H (-1.48214, 4.95304, -0.93298)
H (-6.37659, -6.45060, -2.98398)
H (1.59823, 8.21134, 1.16335)
H (-2.07490, -5.64162, -0.40460)
P (-5.18736, 0.98009, 0.80509)
H (-3.05213, -4.48578, 0.50208)
H (4.93771, -0.34039, 3.78259)
H (4.26172, -1.89943, -5.51005)
H (1.98277, 0.16781, 1.09070)
C (1.50974, -0.73353, 0.61621)
H (3.65863, -3.35834, -3.43554)
H (-3.21850, 3.28162, 2.54447)
C (-0.24656, -5.48399, -4.37323)
H (-0.76616, 3.67357, 0.10275)
H (-8.05909, 2.17882, 2.07472)
C (-7.10786, -2.89770, -0.87750)
P (-0.73140, 0.48212, -0.17626)
H (1.15652, -4.93083, 4.46012)
H (-1.85972, 1.04560, 2.59940)
O (-1.06924, 1.23152, -1.41991)
O (5.76795, -0.54495, -5.78714)
P (-0.82968, -4.25516, 2.54303)
H (-4.82319, 0.06677, -1.90353)
H (-0.41244, -0.18552, -4.25698)
H (6.61048, 1.48892, 0.11943)
O (-0.91065, 6.49715, 3.23603)
H (-3.63619, -1.91147, -4.04267)
H (1.70198, -3.18205, 4.30198)
H (0.18802, 7.93989, 0.00353)
C (-5.46484, -5.93603, -3.27508)
O (-5.74135, -4.45623, -3.32299)
C (4.98432, -1.57394, -6.27116)
H (-1.55993, -2.54218, -0.11586)
H (-0.24153, 0.22563, 2.73545)
H (-0.24254, 0.20776, 5.31718)
C (2.27551, 2.68473, 4.32197)
P (5.73249, -0.15371, -4.20544)
H (4.24553, -0.60420, 2.16804)
H (5.54366, -2.49275, -6.55094)
P (4.93861, 3.24629, 1.10302)
H (7.77373, 2.84242, -0.33941)
C (-4.67987, -1.80890, -4.14702)
O (2.37955, -3.62683, -5.53550)
H (-2.16658, -1.47007, -1.46147)
H (-0.17053, -1.56365, 4.69807)
H (-3.33999, -3.38557, 3.22991)
O (0.84815, -1.73794, -4.89752)
O (6.66768, 0.89629, -3.76499)
O (1.61975, -3.34025, -3.07113)
C (6.81709, 2.31893, -0.53233)
P (2.58152, 0.19704, 5.16204)
O (3.48907, 2.56348, 0.81049)
H (-0.38321, -1.13852, 6.50469)
H (-0.08232, 8.21997, 1.75039)
C (3.69986, 1.08920, -2.99604)
C (1.56629, -4.16732, 3.81170)
C (-2.21603, -1.68618, -0.38440)
C (-1.80351, 5.95042, 4.19758)
O (1.82846, 1.59910, 5.13243)
H (2.93369, 3.69181, -0.92579)
H (4.41450, -1.14823, -7.11560)
C (0.04518, -0.83682, 5.50857)
H (-1.11118, -5.86482, -4.95652)
O (-1.57031, 5.42251, 1.10485)
O (0.14519, 4.20118, 2.47033)
H (-2.70259, -1.79902, 3.74423)
C (-4.62208, 1.15738, -1.83613)
H (-1.65986, 6.56702, 5.09694)
H (-7.04099, -1.80474, -0.79778)
H (2.05862, 2.53798, 3.26844)
H (-3.19538, -1.95410, 2.18242)
H (3.29659, 3.02321, 4.49409)
P (-0.36407, 5.52179, 2.09034)
C (-4.26399, 3.08739, 2.30768)
H (2.70527, 1.44211, -3.23964)
H (-1.46043, 4.93697, 4.38961)
O (-4.39656, 1.47634, -0.46043)
H (-7.64329, -3.28950, -0.02681)
O (-0.49937, 1.50697, 1.11636)
H (-4.90711, 3.20830, 3.14754)
O (-0.09692, -4.11391, -4.73918)

---

Below is a 15-piece molecular cluster, C27H84N4O15 overall at a distorted geometry, with properties calculated with ωB97M-V/def2-TZVPD.

LUMO energy   0.18 eV
HOMO energy   -9.34 eV
Kohn-Sham gap   9.5 eV
Total charge   0

Atoms and positions in Å:
H (-2.47808, -3.22850, -7.19030)
H (0.17720, -0.39297, 1.02170)
O (-4.22229, 1.54939, -1.34187)
H (-1.90480, -0.42931, -0.66812)
H (-3.87908, -1.20131, -2.82909)
O (5.31925, 1.78364, -0.67245)
O (3.28416, -3.77280, 2.27507)
H (2.74875, -3.84739, 3.07915)
C (-2.53658, 0.13058, 3.29009)
H (-4.27089, -0.06976, -0.09352)
H (5.34327, 1.51140, 0.24805)
H (0.39983, 0.62180, -5.81595)
H (4.19420, 4.88736, 3.12855)
C (1.94736, -2.21600, 5.05454)
H (2.52922, 2.43505, 4.91799)
H (-6.05504, -0.19702, -4.34378)
H (4.57421, 5.54676, 1.54732)
N (-2.03822, -2.81213, -6.39068)
H (0.64193, 0.85913, -1.75723)
H (-4.78943, -1.17785, -5.00884)
O (0.51635, 2.16801, 3.38463)
O (-2.57393, 2.76539, -5.57157)
H (3.42526, -0.70172, -1.88173)
H (2.15554, 5.53534, 0.90680)
C (-2.51146, -3.22757, -5.16966)
H (5.08579, -0.60513, -1.44629)
H (0.05867, -1.95362, 5.98835)
H (1.10502, 4.78651, -1.48656)
O (-3.40533, -4.05675, -5.02499)
H (2.43746, -4.15579, 0.48728)
C (1.10974, -1.92206, 6.30114)
N (-1.77870, -2.79025, -4.10164)
H (-1.24672, -1.94265, -4.14312)
H (-3.00643, 1.05421, 2.95537)
H (-2.05975, -3.18584, -3.21501)
H (1.28833, -0.90387, 6.64861)
C (-2.65764, -3.52663, -0.89669)
H (2.82074, -2.42170, 0.70891)
H (1.66543, 0.11139, 0.39198)
H (1.55651, 4.75563, 2.37801)
O (0.55953, -0.74982, -4.28470)
H (-1.35914, -2.40397, 2.60975)
O (0.97922, 3.31775, -2.98834)
H (0.31040, -1.13564, -2.47301)
H (0.75682, 3.86435, -3.74657)
C (0.46116, 3.97324, -1.83982)
H (0.43147, 1.35194, 0.72311)
H (-2.41879, -2.62726, 3.96934)
C (0.43741, 2.91833, 4.63271)
C (3.31508, 3.85212, 1.40815)
H (-2.84827, -3.27489, 2.38815)
C (0.59859, 0.34798, 0.33485)
H (-0.88749, 1.56085, 5.65041)
O (3.11238, 2.62206, 2.16627)
H (-5.98964, -1.90181, -3.85991)
H (1.37983, -3.82820, -1.54857)
H (1.14237, -2.61555, 7.14273)
H (-1.79210, 0.50868, -2.17422)
H (3.59329, 3.50260, 0.41083)
H (5.14099, 1.29554, -3.31223)
H (-3.43085, 4.14485, -4.19501)
H (3.29887, 1.75280, -0.87424)
H (1.19542, 4.03516, 0.88030)
C (-0.90807, 2.55587, 5.20700)
C (4.29657, 1.75732, -2.79441)
H (3.68056, 1.93756, 1.80653)
C (-0.03029, 0.42038, -4.82913)
O (2.35939, -5.48651, -2.22058)
H (-1.73899, 2.68248, 4.52025)
H (2.74745, -5.80332, -3.04215)
N (-3.30845, -4.55280, -0.28964)
H (1.34231, 2.40337, 2.93480)
H (4.55242, 2.81865, -2.75791)
O (1.56128, -3.48448, 4.53060)
H (0.94096, -4.22448, -3.17538)
H (-4.26428, -4.76190, -0.49801)
C (1.78988, -4.22534, -2.47746)
O (-4.48521, -1.20260, 2.93759)
H (-5.52626, 1.17000, 0.20839)
H (1.44173, 1.42883, 5.92428)
H (3.02330, -2.19375, 5.23964)
H (-2.98384, 2.58964, -3.51840)
H (2.12912, -1.39374, 3.04745)
H (0.56650, 3.95263, 4.30379)
H (2.49769, -3.48126, -2.86648)
C (1.99263, 4.57063, 1.39359)
C (2.46573, -3.32963, 1.20367)
H (0.89170, -3.95574, 5.02475)
H (1.51779, -0.76058, -4.32433)
H (-1.06376, 3.21639, 6.07043)
C (0.08423, 0.18090, -1.09683)
H (-1.45059, 0.20700, 3.23310)
H (-2.21461, 3.50354, -6.07464)
C (4.09766, -0.23303, -1.16227)
O (-3.23635, -2.75624, -1.67811)
H (-2.74811, -5.16862, 0.26687)
H (0.43701, 3.27982, -0.99868)
H (3.87851, -0.45900, -0.12233)
C (1.64756, -1.16210, 4.00022)
H (-4.94842, -1.62032, 2.20689)
C (-2.41920, -2.41100, 2.89721)
H (-1.71010, 1.32247, -0.63468)
H (-1.14801, -2.36297, -6.45233)
H (0.58832, -1.09798, 3.74182)
H (-0.54617, 4.34057, -2.04721)
C (-3.09731, -1.08572, 2.58570)
H (-3.09238, -0.94301, 1.49854)
O (0.43267, -1.15393, -1.50056)
H (-4.20210, 0.80356, -1.96974)
H (-2.79592, 0.07052, 4.35261)
H (2.03468, -0.17899, 4.26806)
H (3.41174, 1.64405, -3.41814)
H (1.76032, 3.06896, 6.34473)
H (-3.80945, 1.40564, 0.70311)
C (1.59573, 2.41068, 5.48003)
N (-1.34870, -3.36980, -0.59431)
C (4.16466, 1.29009, -1.36502)
H (5.39989, 4.09779, 2.07678)
H (-0.92184, -2.46968, -0.80098)
C (-5.39153, -1.03015, -4.11268)
C (-4.47898, 1.00757, -0.06531)
O (-4.62217, -0.60482, -3.00127)
H (0.12238, 1.28562, -4.17882)
H (-1.10154, 0.32006, -5.00807)
C (-1.40744, 0.41280, -1.15499)
H (-1.70909, 3.67513, -3.94664)
C (-2.70307, 3.33256, -4.26704)
C (4.44029, 4.61111, 2.10443)
H (1.46536, -3.10120, 1.58731)
H (-0.90221, -3.98366, 0.05995)